A structure of composition C8H3F5MoN2OS2, computed with wB97M-V/def2-TZVPD.

Output
- HOMO-LUMO gap (spin up / spin down): 8.0349 / 7.2066 eV
- HOMO energy (spin up / spin down): -9.30 / -9.47 eV
- Total energy: -1855.257997 a.u.
- Multiplicity: 3
- <S²>: 2.029
- Relative energy (zero: lowest compared OMol25 entry of this formula, charge and spin): 0.000 eV
- Strongest force on any atom: 0.0060 Eh/bohr

Cartesian coordinates (Å):
Mo 0.472 0.256 0.303
S 1.566 -1.806 0.197
C 0.476 -2.820 -0.712
C 0.919 -4.155 -0.982
N 1.300 -5.217 -1.196
C -0.719 -2.372 -1.151
S -1.263 -0.746 -0.840
C -1.610 -3.196 -1.910
N -2.335 -3.854 -2.512
F 1.343 0.989 2.523
C -0.026 0.679 2.336
F -0.293 -0.414 3.073
C -0.840 1.848 2.909
F -0.824 1.837 4.242
F -2.108 1.742 2.502
F -0.353 3.019 2.499
C 0.907 2.426 -2.295
C 0.552 1.824 -0.995
O -0.134 2.325 -0.110
H 0.621 3.476 -2.332
H 0.377 1.862 -3.066
H 1.972 2.297 -2.484

Atomic forces in eV per Å
Mo -0.3 0.0 0.2
S 0.0 0.1 0.0
C 0.0 -0.1 0.0
C 0.0 0.0 0.0
N 0.0 0.0 0.0
C -0.1 0.0 -0.1
S 0.1 0.0 0.0
C 0.1 -0.1 0.1
N 0.0 0.0 0.0
F 0.0 0.0 0.0
C 0.1 0.0 -0.2
F 0.0 0.0 0.0
C 0.0 0.0 0.0
F 0.0 0.0 0.0
F 0.0 0.0 0.0
F 0.0 0.0 0.0
C 0.0 0.1 0.0
C 0.1 -0.1 0.0
O 0.0 0.0 0.0
H 0.0 0.0 0.0
H 0.0 0.0 0.0
H 0.0 0.0 0.0

Here are the natural (NBO) charges for atoms 1 to 4, given in e: 0.837 0.012 -0.252 0.238